Entry 1:
This record from the Open Molecules 2025 dataset describes a structure of composition C22H34CdN2O6P2 at a distorted geometry. The level of theory is the ωB97M-V functional and the def2-TZVPD basis.

HOMO energy (alpha / beta) = -5.4 / -5.4 eV
LUMO energy (alpha / beta) = -1.98 / -1.98 eV
Frontier orbital gap (alpha / beta) = 0.1273 / 0.1274 Eh
E = -61758.2605 eV

The geometry in ORCA input format:
```
! RIJCOSX wB97M-V def2-TZVPD def2/J DEFGRID3
* xyz 0 1
Cd -2.62478 -0.33596 -0.94902
P -0.43185 2.06609 -4.60244
P -0.77205 -1.38659 -3.90711
O -2.61524 0.76174 1.03601
O 2.23302 1.69799 6.03601
O -0.48109 0.40900 0.33601
O -2.47206 3.02770 6.71325
O -3.91083 2.71399 5.07785
O 2.86945 0.85906 4.10074
N -2.75977 2.62743 5.55266
N 1.98844 1.33185 4.85516
C -2.25095 -2.30594 -3.37728
C 3.59664 1.45505 -3.71081
C -0.68209 0.65533 -5.73434
C 1.15789 2.08041 -3.40045
C -2.04699 1.57028 3.45125
C 1.68154 -1.03154 -3.98155
C 3.71250 0.12956 -4.57846
C 2.39484 -0.46742 -4.94294
C 0.30945 1.00690 3.07433
C 0.40995 3.06701 -5.89944
C 0.63355 1.44909 4.37349
C 0.91179 0.94837 -2.33289
C -1.97735 2.86787 -4.22300
C -0.38428 1.97418 5.19298
C -1.33247 0.73868 1.20964
C -1.00207 1.10261 2.61526
C 1.61548 -0.40935 -2.51044
C -1.90646 -2.31345 -0.30523
C -1.71237 2.04707 4.73444
C 2.44746 2.25642 -3.99556
C -0.19589 -2.78901 -5.07504
C -1.62480 -0.42493 -5.23159
H -0.18160 0.83750 -2.13248
H -3.07030 1.58712 3.10757
H -1.88754 -2.90920 -2.53652
H 2.19657 -0.55183 -6.03888
H 0.99585 -1.05920 -1.86076
H -1.35660 -2.99807 -0.95935
H -2.23078 3.56279 -5.03544
H 4.29869 -0.55430 -3.94546
H -1.88639 3.42426 -3.28156
H 0.21191 -3.60252 -4.44960
H 0.56301 -2.53823 -5.82275
H -2.59681 -2.98236 -4.17752
H -1.84006 -1.14471 -6.03955
H -2.56905 -0.01710 -4.83776
H 4.27156 0.31444 -5.51009
H 0.77493 3.02524 -2.91836
H 4.44766 2.09391 -3.96251
H -1.09319 1.06792 -6.66965
H -1.34648 -2.12901 0.61550
H 2.63871 -0.43126 -2.08780
H -0.22923 3.16566 -6.78621
H 0.31989 0.23563 -5.95500
H -0.13380 2.32143 6.18733
H 2.56479 3.19080 -4.51342
H 1.05832 0.61232 2.38651
H -3.04268 -1.60640 -3.04400
H 1.22565 1.34206 -1.33761
H 3.58094 1.18735 -2.64721
H 0.67964 4.06136 -5.53759
H -2.90705 -2.70005 -0.06706
H 1.73475 -2.12817 -3.86772
H -1.09486 -3.17372 -5.57012
H -2.78581 2.13177 -4.12131
H 1.31232 2.54209 -6.22334
*
```

Entry 2:
This record from the Open Molecules 2025 dataset describes a cluster of 13 separate species, H26O13 in total. The level of theory is the ωB97M-V functional and the def2-TZVPD basis.

HOMO energy = -10.5 eV
LUMO energy = -0.08 eV
Frontier orbital gap = 0.3822 Eh
E = -27041.0993 eV
Relative energy (zero: lowest compared OMol25 entry of this formula, charge and spin) = 0.848 eV

The geometry in ORCA input format:
```
! RIJCOSX wB97M-V def2-TZVPD def2/J DEFGRID3
* xyz 0 1
O 1.13973 2.81750 -2.46088
O 0.54580 -3.21501 -0.64479
O 0.81672 -1.14394 3.13866
O 0.91754 -0.48697 -0.04676
O -0.63874 -0.22292 -2.64151
O 0.24494 1.62710 2.54128
O -0.37080 2.73989 -0.08601
O 3.86313 -0.99176 -1.73005
O -2.26065 -1.42734 -0.70803
O -2.57231 1.76855 -1.58046
O -1.72675 -3.36420 1.41802
O -1.43692 -0.39629 1.55706
O 2.47705 1.53608 0.93033
H -2.90102 2.66833 -1.50566
H -0.51803 1.01555 2.50313
H -0.02682 2.16110 0.62554
H 0.86506 2.38998 -3.27831
H 0.01423 2.26854 3.22583
H -0.99369 -3.24588 0.79033
H -1.72039 1.77944 -1.10048
H 1.13779 -0.23244 3.21528
H 1.30574 -3.67565 -0.27291
H 0.35657 -0.62132 0.74824
H 1.89843 1.70052 1.69034
H 0.06193 0.04608 -3.24835
H 3.51921 -0.86479 -0.83677
H 0.34743 -0.00748 -0.66924
H -3.00729 -0.99930 -1.14770
H -0.50564 3.59426 0.33503
H 0.82789 -2.28159 -0.70912
H 3.94362 -0.09960 -2.08520
H -1.56633 -1.46639 -1.38534
H -1.19461 -1.16977 2.09231
H 0.50773 2.50869 -1.78415
H 0.69025 -1.43766 4.04784
H -2.04581 -0.74772 0.87335
H -1.46077 0.03273 -3.08228
H 1.97407 0.87876 0.40945
H -2.50828 -3.43508 0.86200
*
```

Entry 3:
This record from the Open Molecules 2025 dataset describes the molecule C18H17NO at a distorted geometry. The level of theory is the ωB97M-V functional and the def2-TZVPD basis.

SMILES = [H]/N=C1/CCc2ccccc2[C@@H](Cc2ccccc2)C1=O
HOMO energy = -9.0 eV
LUMO energy = -0.22 eV
Frontier orbital gap = 0.3224 Eh
E = -22478.9226 eV
Relative energy (zero: lowest compared OMol25 entry of this formula, charge and spin) = 0.000 eV

The geometry in ORCA input format:
```
! RIJCOSX wB97M-V def2-TZVPD def2/J DEFGRID3
* xyz 0 1
O 1.35872 0.13391 1.86853
N -0.37652 -1.44765 3.35409
C 3.66122 -2.94925 -1.77511
C -0.69868 2.71528 -0.26732
C -0.75056 -0.86987 2.23448
C 2.12496 -0.69989 -1.17837
C -0.04171 0.26143 -0.05659
C -2.79524 -0.34329 0.65773
C 4.01760 -2.17117 -0.69848
C 3.29010 -0.98820 -0.42121
C -2.39269 1.05821 0.34386
C 0.24412 -0.09942 1.41341
C -2.20770 -0.98019 1.93365
C -1.07514 1.36246 -0.03591
C -2.98681 3.40898 0.06123
C 1.75736 -1.51171 -2.23498
C -1.64688 3.74046 -0.20260
C 1.27932 0.56321 -0.87301
C -3.33461 2.07648 0.37913
C 2.54709 -2.60248 -2.54833
H 2.26262 -3.24463 -3.36955
H -4.36666 1.89729 0.65975
H 0.30944 3.02932 -0.53031
H 4.29338 -3.76409 -2.07914
H -2.73492 -0.53605 2.76459
H 0.59560 -1.36435 3.63991
H -2.64831 -1.00320 -0.21313
H 1.06673 1.00596 -1.85009
H 1.89847 1.31848 -0.34501
H -0.54686 -0.55944 -0.57748
H -3.89355 -0.33448 0.78104
H -2.46435 -2.03316 1.95385
H 0.86285 -1.25376 -2.79118
H 4.91659 -2.44020 -0.13113
H -1.37888 4.76651 -0.42985
H -3.73741 4.20609 0.16433
H 3.59129 -0.34760 0.39919
*
```